# 1
Formula: C19H30Br18NO2
Source: the OMol25 dataset
Level of theory: ωB97M-V/def2-TZVPD

As for the LUMO energy (alpha / beta): -0.0050 / -0.0050 Eh. Its HOMO energy (alpha / beta) is -8.220 / -9.333 eV. For the largest force on an atom, the calculation gives 2.654 eV Å⁻¹. Its net charge is 0. The multiplicity is 2. Its total energy is -47279.25114 a.u. As for the expectation value of S²: 0.754.

Each line ends with the Mulliken spin population.
Atoms and positions in Å:
C (-1.1209, -1.1009, 1.3371)  0.00
C (-0.9012, -0.9101, -0.2029)  0.01
C (-2.3209, -0.9051, -0.8055)  -0.01
C (-2.3175, -0.9138, -2.3122)  0.03
C (-2.6858, -2.1820, -3.0409)  0.00
O (-3.5572, -1.0726, -2.9608)  0.00
C (-0.2037, 0.4599, -0.4111)  0.01
C (0.8245, 0.6335, -1.5608)  0.00
C (2.1513, 1.1752, -1.0003)  0.03
C (0.3008, 1.7122, -2.5422)  0.01
N (1.0371, -0.6042, -2.3648)  0.34
O (1.9632, -0.4782, -3.2385)  0.55
C (1.1042, -1.8978, -1.6393)  0.02
C (2.4234, -2.0534, -0.8515)  0.05
C (1.0744, -3.0079, -2.7095)  0.01
C (-0.1074, -2.1381, -0.7162)  0.00
H (-0.9623, -2.1364, 1.6467)  0.00
H (-0.4843, -0.4443, 1.9342)  0.00
H (-2.1543, -0.8549, 1.6095)  0.00
H (-2.8576, -1.8052, -0.4869)  0.00
H (-2.8348, 0.0116, -0.4938)  0.00
H (-1.5796, -0.2877, -2.7986)  -0.02
H (-2.8434, -2.9919, -2.3357)  0.00
H (-2.0313, -2.2541, -3.9046)  0.00
H (0.2800, 0.7886, 0.5124)  0.00
H (-1.0036, 1.1876, -0.5890)  0.00
H (2.5999, 0.5095, -0.2608)  0.00
H (2.8560, 1.3959, -1.8036)  0.00
H (1.9216, 2.1149, -0.4886)  0.00
H (0.5300, 2.7019, -2.1388)  0.00
H (0.7844, 1.6089, -3.5150)  0.00
H (-0.7830, 1.6531, -2.6647)  0.00
H (2.3146, -1.7244, 0.1847)  0.00
H (3.2358, -1.5063, -1.3377)  -0.01
H (2.7076, -3.1094, -0.8480)  0.00
H (0.8476, -3.9563, -2.2172)  0.00
H (2.0318, -3.0759, -3.2302)  0.00
H (0.2988, -2.7848, -3.4495)  -0.01
H (-0.8113, -2.7844, -1.2528)  0.00
H (0.2570, -2.7356, 0.1238)  0.00
C (1.6136, 6.7589, 0.6255)  0.00
Br (2.2823, 6.3749, 2.3877)  0.00
Br (2.9406, 6.4240, -0.7257)  0.00
Br (-0.0167, 5.8083, 0.2699)  0.00
H (1.3794, 7.8138, 0.5913)  0.00
C (-5.2483, 2.8713, -0.9418)  0.00
Br (-6.3294, 2.0238, 0.4062)  0.00
Br (-3.5354, 3.3907, -0.2386)  0.00
Br (-5.0952, 1.7783, -2.5102)  0.00
H (-5.7517, 3.7837, -1.2278)  0.00
C (-3.3371, 7.7100, 1.9370)  0.00
Br (-1.6267, 8.1253, 2.7050)  0.00
Br (-3.2956, 7.8101, 0.0149)  0.00
Br (-3.9639, 5.9944, 2.5329)  0.00
H (-4.0414, 8.4541, 2.2793)  0.00
C (5.3809, 6.3360, 5.2487)  0.00
Br (5.1475, 8.0480, 6.0901)  0.00
Br (3.7534, 5.3058, 5.2908)  0.00
Br (6.0729, 6.5083, 3.4652)  0.00
H (6.1142, 5.7905, 5.8246)  0.00
C (1.8933, -5.9117, 1.0312)  0.00
Br (1.8425, -4.1488, 1.7995)  0.00
Br (0.1633, -6.7451, 1.0495)  0.00
Br (2.6502, -5.9011, -0.7392)  0.00
H (2.5447, -6.5070, 1.6547)  0.00
C (-0.3568, -10.9351, 2.8342)  0.00
Br (1.4441, -10.9283, 3.5079)  0.00
Br (-1.4091, -9.5295, 3.6185)  0.00
Br (-0.3927, -10.8695, 0.9133)  0.00
H (-0.8069, -11.8716, 3.1295)  0.00

***

# 2
Formula: C17H16N2O6
Source: the OMol25 dataset
Level of theory: ωB97M-V/def2-TZVPD

As for the LUMO energy: -0.0561 Eh. Its HOMO energy is -8.822 eV. For the largest force on an atom, the calculation gives 2.804 eV Å⁻¹. Its net charge is 0. Its total energy is -1218.30277 a.u. As for the SMILES: NCCCc1cccc2c1C(=O)NC2=O.O=C1C=C(O)C(=O)C=C1O. Its energy above the lowest of the compared OMol25 structures with the same formula, charge and spin is 47.36 kJ/mol.

Each line ends with the natural charge from an NBO analysis.
Atoms and positions in Å:
N (1.8310, 0.2667, 2.6153)  -0.86
C (0.6720, 1.1844, 2.3318)  -0.22
C (0.7994, 1.6093, 0.8268)  -0.42
C (-0.4316, 2.4266, 0.2501)  -0.44
C (-1.8043, 2.0990, 0.9029)  0.06
C (-2.5943, 3.1714, 1.5283)  -0.21
C (-3.8902, 2.8419, 2.1081)  -0.18
C (-4.4762, 1.4948, 2.0894)  -0.20
C (-3.6858, 0.4513, 1.4782)  -0.12
C (-2.3665, 0.7618, 0.8967)  -0.18
C (-1.8040, -0.5762, 0.3293)  0.72
O (-0.6943, -0.9482, 0.1058)  -0.51
N (-3.0223, -1.3696, 0.1614)  -0.75
C (-3.9565, -1.0685, 1.2463)  0.70
O (-4.7201, -1.8155, 1.7643)  -0.48
H (2.2629, 0.0221, 1.7218)  0.38
H (1.5202, -0.5637, 3.1134)  0.36
H (0.8439, 2.0738, 3.0041)  0.19
H (-0.2853, 0.6720, 2.5909)  0.18
H (0.9945, 0.7545, 0.1401)  0.23
H (1.6979, 2.2854, 0.7646)  0.21
H (-0.5152, 2.1540, -0.8410)  0.23
H (-0.2560, 3.5311, 0.3355)  0.22
H (-2.2130, 4.2206, 1.5536)  0.23
H (-4.5001, 3.6308, 2.6035)  0.22
H (-5.4743, 1.2504, 2.5045)  0.24
H (-3.4659, -1.1268, -0.7322)  0.41
O (2.5692, -3.5242, -4.7455)  -0.53
C (2.7075, -2.8562, -3.7377)  0.47
C (3.8225, -1.9277, -3.5536)  -0.37
C (3.9410, -1.2276, -2.4218)  0.31
O (4.9565, -0.3650, -2.2292)  -0.63
C (2.9515, -1.3667, -1.3101)  0.48
O (3.1104, -0.7212, -0.2886)  -0.55
C (1.8245, -2.2761, -1.5027)  -0.38
C (1.7036, -2.9743, -2.6365)  0.31
O (0.6743, -3.8162, -2.8395)  -0.63
H (4.5325, -1.8377, -4.3640)  0.25
H (4.8160, 0.0092, -1.3383)  0.51
H (1.1060, -2.3543, -0.6983)  0.27
H (0.8184, -4.1955, -3.7276)  0.50

***

> What is the largest force on an atom in the first record?

2.654 eV Å⁻¹

***

> net charge of number 2 (C17H16N2O6)?

0

***

What did the second record say?
Formula: C17H16N2O6
Source: the OMol25 dataset
Level of theory: ωB97M-V/def2-TZVPD

As for the LUMO energy: -0.0561 Eh. Its HOMO energy is -8.822 eV. For the largest force on an atom, the calculation gives 2.804 eV Å⁻¹. Its net charge is 0. Its total energy is -1218.30277 a.u. As for the SMILES: NCCCc1cccc2c1C(=O)NC2=O.O=C1C=C(O)C(=O)C=C1O. Its energy above the lowest of the compared OMol25 structures with the same formula, charge and spin is 47.36 kJ/mol.

Each line ends with the natural charge from an NBO analysis.
Atoms and positions in Å:
N (1.8310, 0.2667, 2.6153)  -0.86
C (0.6720, 1.1844, 2.3318)  -0.22
C (0.7994, 1.6093, 0.8268)  -0.42
C (-0.4316, 2.4266, 0.2501)  -0.44
C (-1.8043, 2.0990, 0.9029)  0.06
C (-2.5943, 3.1714, 1.5283)  -0.21
C (-3.8902, 2.8419, 2.1081)  -0.18
C (-4.4762, 1.4948, 2.0894)  -0.20
C (-3.6858, 0.4513, 1.4782)  -0.12
C (-2.3665, 0.7618, 0.8967)  -0.18
C (-1.8040, -0.5762, 0.3293)  0.72
O (-0.6943, -0.9482, 0.1058)  -0.51
N (-3.0223, -1.3696, 0.1614)  -0.75
C (-3.9565, -1.0685, 1.2463)  0.70
O (-4.7201, -1.8155, 1.7643)  -0.48
H (2.2629, 0.0221, 1.7218)  0.38
H (1.5202, -0.5637, 3.1134)  0.36
H (0.8439, 2.0738, 3.0041)  0.19
H (-0.2853, 0.6720, 2.5909)  0.18
H (0.9945, 0.7545, 0.1401)  0.23
H (1.6979, 2.2854, 0.7646)  0.21
H (-0.5152, 2.1540, -0.8410)  0.23
H (-0.2560, 3.5311, 0.3355)  0.22
H (-2.2130, 4.2206, 1.5536)  0.23
H (-4.5001, 3.6308, 2.6035)  0.22
H (-5.4743, 1.2504, 2.5045)  0.24
H (-3.4659, -1.1268, -0.7322)  0.41
O (2.5692, -3.5242, -4.7455)  -0.53
C (2.7075, -2.8562, -3.7377)  0.47
C (3.8225, -1.9277, -3.5536)  -0.37
C (3.9410, -1.2276, -2.4218)  0.31
O (4.9565, -0.3650, -2.2292)  -0.63
C (2.9515, -1.3667, -1.3101)  0.48
O (3.1104, -0.7212, -0.2886)  -0.55
C (1.8245, -2.2761, -1.5027)  -0.38
C (1.7036, -2.9743, -2.6365)  0.31
O (0.6743, -3.8162, -2.8395)  -0.63
H (4.5325, -1.8377, -4.3640)  0.25
H (4.8160, 0.0092, -1.3383)  0.51
H (1.1060, -2.3543, -0.6983)  0.27
H (0.8184, -4.1955, -3.7276)  0.50